Record 1
ORCA calculation (ωB97M-V with the def2-TZVPD basis set) on a single C3H9NO2 molecule at a distorted geometry.

Results
maximum force	1.6	eV/A
E_tot	-324.916002	Eh
E_LUMO	0.77	eV
relative energy (zero: lowest compared OMol25 entry of this formula, charge and spin)	148.6	kJ/mol
structure (SMILES)	NC(CO)CO
molar mass	91.11	g mol⁻¹
frontier orbital gap	10.574	eV
charge	0

Positions of all 15 atoms, in Å:
N 0.146 1.380 0.266
C 0.103 0.024 -0.275
C 1.155 -0.783 0.434
O 2.457 -0.259 0.262
C -1.273 -0.622 -0.193
O -2.203 0.011 -1.096
H -0.362 1.496 1.115
H -0.098 2.138 -0.351
H 0.390 0.031 -1.329
H 1.172 -1.800 0.024
H 0.915 -0.944 1.493
H 2.384 0.583 0.702
H -1.700 -0.537 0.806
H -1.190 -1.625 -0.613
H -1.897 0.907 -1.245

---

Record 2
ORCA calculation (ωB97M-V with the def2-TZVPD basis set) on a single C3H9NO2 molecule at a distorted geometry.

Results
maximum force	6.5	eV/A
E_tot	-324.848852	Eh
E_LUMO	0.92	eV
relative energy (zero: lowest compared OMol25 entry of this formula, charge and spin)	324.9	kJ/mol
structure (SMILES)	OCCNCO
molar mass	91.11	g mol⁻¹
frontier orbital gap	9.698	eV
charge	0

Positions of all 15 atoms, in Å:
O 0.309 -2.702 0.006
C -0.145 -1.750 0.901
C -0.737 -0.538 0.103
N 0.385 0.445 0.090
C 0.141 1.840 -0.100
O 0.273 2.212 -1.489
H 0.603 -2.413 -0.820
H -0.771 -2.296 1.481
H 0.478 -1.440 1.718
H -1.220 -0.673 -0.913
H -1.514 0.057 0.625
H 1.203 0.077 -0.102
H -0.901 2.141 -0.109
H 0.799 2.555 0.464
H 1.096 2.486 -1.856

---

Record 3
ORCA calculation (ωB97M-V with the def2-TZVPD basis set) on 2 unconnected molecules or ions with the total composition C3H9NO2.

Results
maximum force	0.6	eV/A
E_tot	-324.940443	Eh
E_LUMO	0.47	eV
relative energy (zero: lowest compared OMol25 entry of this formula, charge and spin)	84.5	kJ/mol
structure (SMILES)	CCNC=O.O
molar mass	91.11	g mol⁻¹
frontier orbital gap	9.746	eV
charge	0

Positions of all 15 atoms, in Å:
C 1.124 1.411 -0.769
C 0.180 0.230 -0.604
N -0.570 0.192 0.637
C -0.633 1.074 1.647
O -1.274 0.884 2.670
H 1.324 1.599 -1.821
H 2.051 1.239 -0.225
H 0.707 2.326 -0.345
H -0.525 0.168 -1.431
H 0.745 -0.700 -0.706
H -1.068 -0.677 0.780
H -0.079 2.004 1.475
O -0.718 -2.868 -0.380
H -1.373 -3.580 -0.298
H 0.110 -3.302 -0.631

---

Record 4
ORCA calculation (ωB97M-V with the def2-TZVPD basis set) on 2 unconnected molecules or ions with the total composition C3H9NO2 at a distorted geometry.

Results
maximum force	1.6	eV/A
E_tot	-324.938463	Eh
E_LUMO	0.83	eV
relative energy (zero: lowest compared OMol25 entry of this formula, charge and spin)	89.7	kJ/mol
structure (SMILES)	CC(=O)O.CN
molar mass	91.11	g mol⁻¹
frontier orbital gap	9.390	eV
charge	0

Positions of all 15 atoms, in Å:
C -0.443 2.111 1.692
C -0.775 1.048 0.722
O -0.607 -0.124 0.879
O -1.418 1.541 -0.352
H -1.268 2.800 1.799
H 0.431 2.708 1.415
H -0.075 1.606 2.583
H -1.588 0.897 -1.024
C 1.366 -1.626 -0.988
N 0.010 -1.972 -1.405
H 1.655 -2.000 -0.005
H 1.445 -0.545 -0.833
H 2.013 -1.844 -1.831
H -0.079 -2.794 -1.971
H -0.667 -1.807 -0.681

---

Record 5
ORCA calculation (ωB97M-V with the def2-TZVPD basis set) on 2 unconnected molecules or ions with the total composition C3H9NO2.

Results
maximum force	0.9	eV/A
E_tot	-324.892135	Eh
E_LUMO	0.83	eV
relative energy (zero: lowest compared OMol25 entry of this formula, charge and spin)	211.3	kJ/mol
structure (SMILES)	C=CO.NCO
molar mass	91.11	g mol⁻¹
frontier orbital gap	9.729	eV
charge	0

Positions of all 15 atoms, in Å:
C 2.641 0.106 2.026
C 1.895 1.130 1.642
O 1.165 1.178 0.499
H 3.195 0.040 2.943
H 2.644 -0.741 1.348
H 1.842 2.051 2.214
H 0.778 0.304 0.348
N -2.044 -0.926 -2.361
C -1.633 -1.216 -1.027
O -1.400 -0.008 -0.302
H -1.581 -1.471 -3.070
H -3.038 -0.968 -2.531
H -2.365 -1.795 -0.469
H -0.680 -1.742 -1.058
H -1.708 0.686 -0.898

---

Record 6
ORCA calculation (ωB97M-V with the def2-TZVPD basis set) on 2 unconnected molecules or ions with the total composition C3H9NO2 at a distorted geometry.

Results
maximum force	1.8	eV/A
E_tot	-324.898965	Eh
E_LUMO	0.80	eV
relative energy (zero: lowest compared OMol25 entry of this formula, charge and spin)	193.4	kJ/mol
structure (SMILES)	CC=O.NCO
molar mass	91.11	g mol⁻¹
frontier orbital gap	10.479	eV
charge	0

Positions of all 15 atoms, in Å:
C 1.011 -1.502 -0.989
C 0.441 -2.821 -0.620
O -0.702 -3.161 -0.779
H 0.394 -0.620 -1.111
H 1.257 -1.660 -2.057
H 1.933 -1.236 -0.474
H 1.164 -3.525 -0.165
N -0.820 3.098 1.462
C 0.235 2.307 0.877
O -0.180 1.297 -0.020
H -1.151 3.858 0.883
H -1.662 2.571 1.688
H 0.911 3.007 0.388
H 0.683 1.767 1.704
H -1.008 1.429 -0.487

---

Record 7
ORCA calculation (ωB97M-V with the def2-TZVPD basis set) on 2 unconnected molecules or ions with the total composition C3H9NO2 at a distorted geometry.

Results
maximum force	2.6	eV/A
E_tot	-324.780575	Eh
E_LUMO	0.98	eV
relative energy (zero: lowest compared OMol25 entry of this formula, charge and spin)	504.2	kJ/mol
structure (SMILES)	C=CO.CNO
molar mass	91.11	g mol⁻¹
frontier orbital gap	8.661	eV
charge	0

Positions of all 15 atoms, in Å:
C 1.735 0.760 -0.149
C 1.024 -0.295 0.293
O 1.040 -1.705 -0.357
H 2.356 1.311 0.537
H 1.764 1.014 -1.200
H 0.970 -0.488 1.359
H 1.799 -1.717 -0.954
C -1.561 0.936 0.433
N -0.877 -0.106 -0.340
O -1.478 -1.373 -0.081
H -1.223 0.836 1.463
H -2.644 0.824 0.385
H -1.229 1.898 0.051
H -1.002 0.056 -1.340
H -0.673 -1.952 -0.099

---

Record 8
ORCA calculation (ωB97M-V with the def2-TZVPD basis set) on a single C3H9NO2 molecule at a distorted geometry.

Results
maximum force	4.1	eV/A
E_tot	-324.794390	Eh
E_LUMO	0.82	eV
relative energy (zero: lowest compared OMol25 entry of this formula, charge and spin)	467.9	kJ/mol
structure (SMILES)	CN(O)CCO
molar mass	91.11	g mol⁻¹
frontier orbital gap	8.682	eV
charge	0

Positions of all 15 atoms, in Å:
C -1.265 -0.210 -1.098
N -0.923 -0.189 0.305
O -1.443 -1.267 1.050
C 0.027 0.804 0.844
C 1.383 0.234 0.426
O 1.739 0.719 -0.869
H -0.947 0.719 -1.565
H -2.347 -0.294 -1.190
H -0.717 -1.010 -1.607
H -0.746 -1.946 1.077
H -0.190 1.766 0.379
H -0.065 0.756 1.931
H 2.138 0.519 1.167
H 0.802 -0.889 0.294
H 2.554 0.289 -1.141

---

Q: Look up the E_tot of the first one.
A: -324.916002 Eh

---

Q: Among the records above, which one has the lowest maximum force?
A: number 3

---

Repeat the third record exactly.
ORCA calculation (ωB97M-V with the def2-TZVPD basis set) on 2 unconnected molecules or ions with the total composition C3H9NO2.

Results
maximum force	0.6	eV/A
E_tot	-324.940443	Eh
E_LUMO	0.47	eV
relative energy (zero: lowest compared OMol25 entry of this formula, charge and spin)	84.5	kJ/mol
structure (SMILES)	CCNC=O.O
molar mass	91.11	g mol⁻¹
frontier orbital gap	9.746	eV
charge	0

Positions of all 15 atoms, in Å:
C 1.124 1.411 -0.769
C 0.180 0.230 -0.604
N -0.570 0.192 0.637
C -0.633 1.074 1.647
O -1.274 0.884 2.670
H 1.324 1.599 -1.821
H 2.051 1.239 -0.225
H 0.707 2.326 -0.345
H -0.525 0.168 -1.431
H 0.745 -0.700 -0.706
H -1.068 -0.677 0.780
H -0.079 2.004 1.475
O -0.718 -2.868 -0.380
H -1.373 -3.580 -0.298
H 0.110 -3.302 -0.631